Version A
{"formula": "C4H8O2P", "method": "the ωB97M-V functional and the def2-TZVPD basis", "multiplicity": 1, "e_homo_ev": -3.28, "total_charge": -1, "species": ["H", "H", "C", "C", "H", "O", "H", "C", "O", "H", "C", "P", "H", "H", "H"], "positions_angstrom": [[1.261, 1.217, 0.650], [1.514, -0.469, -0.117], [-1.075, -0.806, -1.176], [-0.307, 0.467, -0.611], [-1.133, 1.251, -0.274], [-0.808, -1.987, -0.432], [-0.521, -0.056, 2.110], [0.332, -0.489, 1.680], [1.064, -3.133, 1.508], [-2.096, -0.490, -1.009], [0.838, 0.221, 0.333], [-0.167, -2.350, 1.623], [1.086, -0.417, 2.389], [-0.805, -0.996, -2.139], [0.193, 0.954, -1.504]]}

Version B
{"formula": "C4H8O2P", "method": "the ωB97M-V functional and the def2-TZVPD basis", "multiplicity": 1, "e_homo_ev": -1.71, "total_charge": -1, "species": ["H", "P", "H", "C", "H", "H", "H", "C", "H", "C", "H", "O", "O", "H", "C"], "positions_angstrom": [[-1.777, -2.007, -0.268], [0.672, 0.461, 0.874], [-0.032, -2.074, -0.193], [-0.834, -0.252, 0.422], [-1.570, 0.982, -1.162], [-1.898, 1.577, 0.603], [0.356, 1.228, 2.158], [3.436, -0.113, -0.172], [1.068, 1.657, 0.266], [-0.780, -1.433, -0.507], [-0.828, -1.092, -1.568], [3.909, -0.667, 0.688], [3.128, 0.445, -1.109], [-2.966, 0.530, 0.065], [-1.885, 0.760, -0.097]]}

Most stable structure: version A

Version A
{"formula": "CH6N4", "method": "the ωB97M-V functional and the def2-TZVPD basis", "multiplicity": 1, "e_homo_ev": -8.75, "species": ["H", "N", "H", "H", "H", "N", "H", "C", "N", "H", "N"], "positions_angstrom": [[-0.126, -1.551, 2.466], [0.436, -0.153, 1.047], [1.101, 0.586, -0.881], [-1.397, 1.144, -1.843], [1.149, -2.085, 1.393], [-0.477, 1.576, -1.789], [-0.534, -2.024, 0.784], [0.204, -1.533, 1.426], [0.197, 1.387, -0.571], [-0.650, 2.571, -1.886], [0.097, 0.082, -0.146]]}

Version B
{"formula": "CH6N4", "method": "the ωB97M-V functional and the def2-TZVPD basis", "smiles": "N/N=C/NN", "multiplicity": 1, "e_homo_ev": -8.16, "species": ["H", "H", "H", "N", "N", "H", "N", "H", "C", "H", "N"], "positions_angstrom": [[-0.735, -0.499, -1.426], [-1.441, -0.024, 2.479], [2.352, 1.031, -1.402], [-1.216, -0.230, 0.548], [-0.682, 0.146, 1.801], [1.063, 0.717, -2.274], [1.644, 0.347, -1.552], [0.127, -0.437, 2.079], [-0.309, -0.192, -0.483], [-1.683, -1.123, 0.589], [0.881, 0.262, -0.359]]}

Version C
{"formula": "CH6N4", "method": "the ωB97M-V functional and the def2-TZVPD basis", "smiles": "[H]/N=C(/N)NN", "multiplicity": 1, "e_homo_ev": -8.38, "species": ["H", "H", "N", "H", "C", "H", "N", "H", "N", "H", "N"], "positions_angstrom": [[-2.080, 0.343, -0.735], [-0.479, -1.796, 0.164], [1.754, -0.838, -0.060], [-0.072, 1.706, -0.301], [0.696, -0.104, -0.150], [-1.538, 0.699, 0.745], [-0.559, -0.790, -0.225], [1.455, -1.828, 0.540], [-1.657, -0.154, 0.076], [1.714, 1.593, -0.085], [0.767, 1.168, 0.030]]}

Most stable structure: version B